# 1
Formula: C3H10N2O2
Source: the Open Molecules 2025 dataset
Level of theory: ωB97M-V/def2-TZVPD

Each line ends with the Mulliken charge.
Atoms and positions in Å:
C 0.626 2.094 0.880  -0.928
N 0.349 0.659 0.779  -0.226
C 1.188 -0.296 0.396  0.540
O 2.403 -0.108 0.195  -0.637
C 0.837 -1.764 0.192  -0.371
N -0.401 -1.972 -0.668  -0.574
H 1.612 2.144 1.430  0.333
H 0.677 2.851 0.013  0.257
H -0.068 2.441 1.708  0.366
H -0.698 0.446 0.767  0.308
H 0.508 -2.125 1.259  0.247
H 1.683 -2.312 -0.313  0.261
H -0.198 -1.903 -1.632  0.217
H -0.743 -2.971 -0.469  0.232
O -2.881 1.238 -1.458  -0.656
H -2.068 1.093 -0.978  0.309
H -2.827 0.487 -2.100  0.323

Force components x, y, z for each atom (eV/Å):
1.33 0.86 2.52
-3.98 0.57 -0.76
3.88 -1.10 -1.54
-1.21 0.92 0.53
-2.69 -0.88 0.40
-0.51 -1.66 2.72
-0.75 0.17 -0.97
-0.42 -1.86 0.83
0.47 0.01 -1.38
2.27 -0.06 0.02
1.03 0.11 -1.98
-0.51 0.87 1.36
0.45 -0.02 -1.06
0.61 2.11 -0.66
0.03 -1.16 -1.05
0.37 0.17 0.38
-0.37 0.95 0.64

Its LUMO energy is 0.58 eV. The HOMO energy comes out at -9.55 eV. Its HOMO-LUMO gap is 10.132 eV. The relative energy (zero: lowest compared OMol25 entry of this formula, charge and spin) is 191.2 kJ/mol. As for the SMILES: CNC(=O)CN.O.

***

# 2
Formula: C3H10N2O2
Source: the Open Molecules 2025 dataset
Level of theory: ωB97M-V/def2-TZVPD

Each line ends with the Mulliken charge.
Atoms and positions in Å:
N -1.532 2.570 0.109  -0.522
C -1.140 1.418 -0.675  -0.617
C -0.268 0.418 0.090  -0.341
C 0.276 -0.635 -0.853  0.413
N -0.103 -1.910 -0.599  -0.359
O 0.992 -0.343 -1.790  -0.629
H -2.492 2.559 0.394  0.238
H -0.935 2.808 0.887  0.230
H -2.038 0.878 -0.997  0.308
H -0.630 1.699 -1.591  0.277
H -0.860 0.015 0.912  0.227
H 0.623 0.927 0.465  0.322
H 0.377 -2.715 -1.003  0.239
H -0.663 -2.145 0.206  0.213
O 2.817 -2.018 1.138  -0.615
H 3.529 -1.949 1.782  0.308
H 2.048 -1.578 1.526  0.307

Force components x, y, z for each atom (eV/Å):
0.00 0.39 -0.18
-0.15 -0.45 0.04
0.02 0.21 -0.34
0.19 0.08 -0.28
-0.17 -1.44 0.47
-0.02 0.04 0.12
-0.18 -0.06 0.20
0.04 -0.16 -0.10
0.00 0.18 0.02
0.23 0.18 -0.05
0.18 -0.14 0.13
-0.11 0.08 0.20
-0.12 0.81 -0.14
0.11 0.31 -0.09
-0.24 0.01 0.01
-0.12 0.07 0.03
0.34 -0.10 -0.04

Its LUMO energy is 0.54 eV. The HOMO energy comes out at -9.06 eV. Its HOMO-LUMO gap is 9.596 eV. The relative energy (zero: lowest compared OMol25 entry of this formula, charge and spin) is 77.7 kJ/mol. As for the SMILES: NCCC(N)=O.O.

***

# 3
Formula: C3H10N2O2
Source: the Open Molecules 2025 dataset
Level of theory: ωB97M-V/def2-TZVPD

Each line ends with the Mulliken charge.
Atoms and positions in Å:
C 0.202 -1.416 0.869  -0.871
N -0.875 -1.376 -0.100  -0.182
C -1.973 -0.544 0.066  0.383
N -1.684 0.730 0.461  -0.337
O -3.102 -0.936 -0.144  -0.647
H 1.059 -1.923 0.422  0.290
H -0.088 -1.950 1.778  0.321
H 0.488 -0.408 1.147  0.316
H -1.192 -2.309 -0.355  0.248
H -2.461 1.370 0.395  0.253
H -0.777 1.120 0.254  0.237
C 1.844 0.958 -0.953  -0.587
O 0.943 1.882 -0.377  -0.531
H 2.596 0.629 -0.229  0.266
H 2.348 1.384 -1.824  0.308
H 1.248 0.106 -1.272  0.246
H 1.421 2.683 -0.137  0.285

Force components x, y, z for each atom (eV/Å):
0.07 -0.03 0.08
0.00 -0.57 -0.23
0.00 -0.04 0.00
-0.08 0.29 0.15
-0.35 -0.07 -0.17
0.03 0.08 0.09
0.05 0.01 0.06
0.15 0.06 0.03
-0.07 0.40 0.05
0.08 -0.19 0.03
0.06 0.05 -0.03
0.29 -0.15 -0.18
-0.14 0.40 0.22
-0.04 -0.05 -0.07
-0.01 -0.04 0.00
0.05 -0.07 -0.02
-0.09 -0.09 0.01

Its LUMO energy is 0.59 eV. The HOMO energy comes out at -9.28 eV. Its HOMO-LUMO gap is 9.864 eV. The relative energy (zero: lowest compared OMol25 entry of this formula, charge and spin) is 69.9 kJ/mol. As for the SMILES: CNC(N)=O.CO.

***

# 4
Formula: C3H10N2O2
Source: the Open Molecules 2025 dataset
Level of theory: ωB97M-V/def2-TZVPD

Each line ends with the Mulliken charge.
Atoms and positions in Å:
C -1.156 0.092 -1.499  -1.071
C -0.209 -0.130 -0.345  0.769
O 0.923 0.327 -0.375  -0.639
N -0.636 -0.947 0.655  -0.228
C 0.238 -1.305 1.834  -0.562
N -0.014 -0.432 2.948  -0.497
H -2.196 -0.016 -1.183  0.313
H -0.975 1.001 -2.066  0.312
H -1.037 -0.661 -2.291  0.272
H -1.603 -1.238 0.702  0.230
H -0.174 -2.272 2.096  0.358
H 1.256 -1.201 1.485  0.336
H -0.793 -0.628 3.544  0.203
H 0.098 0.548 2.737  0.216
O 2.304 2.142 -3.072  -0.658
H 2.139 3.059 -2.820  0.305
H 1.836 1.660 -2.351  0.342

Force components x, y, z for each atom (eV/Å):
-0.67 -0.59 -0.51
0.22 -0.34 -0.52
0.19 0.23 0.17
0.46 -0.07 0.12
-2.50 1.36 -0.54
1.12 0.08 0.11
0.00 0.37 -0.07
-0.02 0.38 0.59
0.30 -0.28 0.50
0.24 0.14 -0.17
0.96 -0.51 0.15
0.16 -0.51 0.07
-0.34 -0.08 -0.12
-0.07 -0.07 0.07
-0.73 -0.21 0.94
0.16 -0.02 -0.20
0.53 0.12 -0.59

Its LUMO energy is 0.73 eV. The HOMO energy comes out at -9.35 eV. Its HOMO-LUMO gap is 10.078 eV. The relative energy (zero: lowest compared OMol25 entry of this formula, charge and spin) is 78.7 kJ/mol. As for the SMILES: CC(=O)NCN.O.

***

# 5
Formula: C3H10N2O2
Source: the Open Molecules 2025 dataset
Level of theory: ωB97M-V/def2-TZVPD

Each line ends with the Mulliken charge.
Atoms and positions in Å:
C -2.275 -0.920 0.177  -0.611
C 1.010 1.329 -1.506  -0.781
C -0.455 0.708 0.259  0.083
N 1.820 -1.040 1.001  -0.343
N 0.984 -0.362 1.835  -0.456
O -1.732 0.350 0.537  -0.321
O 0.134 0.345 -0.944  -0.272
H -1.594 -1.266 -0.589  0.325
H -3.276 -0.744 -0.092  0.232
H -2.279 -1.613 0.991  0.254
H 1.619 0.645 -2.145  0.230
H 1.485 1.921 -0.815  0.418
H 0.408 2.026 -2.226  0.240
H -0.176 1.740 0.606  0.278
H 1.461 -1.485 0.214  0.242
H 2.597 -0.531 0.722  0.242
H 0.269 -1.103 1.975  0.242

Force components x, y, z for each atom (eV/Å):
2.17 0.62 -0.24
-2.43 -1.67 -3.96
1.62 0.07 1.08
0.79 -0.46 1.38
-2.06 -0.35 -1.24
0.11 1.03 0.22
-1.19 0.32 1.49
-0.62 -0.69 -0.60
-1.07 0.10 -0.83
0.26 -0.34 0.85
0.29 1.26 0.52
1.46 1.01 1.74
0.92 -1.11 1.25
-0.75 -1.13 -0.35
-1.18 -0.95 -1.47
1.61 1.27 -0.27
0.08 1.01 0.42

Its LUMO energy (alpha / beta) is 0.86 / 0.87 eV. The HOMO energy (alpha / beta) comes out at -7.12 / -6.53 eV. Its HOMO-LUMO gap (alpha / beta) is 7.973 / 7.396 eV. The relative energy (zero: lowest compared OMol25 entry of this formula, charge and spin) is 613.5 kJ/mol.

***

# 6
Formula: C3H10N2O2
Source: the Open Molecules 2025 dataset
Level of theory: ωB97M-V/def2-TZVPD

Each line ends with the Mulliken charge.
Atoms and positions in Å:
H 0.256 3.294 1.251  0.266
N 0.034 2.567 1.931  -0.747
N 0.310 1.460 1.480  1.007
O 0.629 1.108 0.249  -0.599
O 0.231 0.483 2.460  -0.262
C 0.738 -0.779 2.059  -0.121
H 0.561 -1.431 2.920  0.286
H 0.211 -1.156 1.187  -0.087
H 1.805 -0.720 1.835  0.256
C -0.137 -0.064 -2.182  -0.722
C -1.077 -1.148 -1.688  -0.703
H -0.221 0.865 -1.561  0.204
H 0.907 -0.335 -2.041  0.235
H -0.299 0.134 -3.240  0.342
H -2.120 -0.880 -1.860  0.286
H -0.880 -2.098 -2.189  0.262
H -0.949 -1.299 -0.614  0.097

Force components x, y, z for each atom (eV/Å):
-0.32 -0.42 -0.42
0.25 0.47 0.63
0.96 -1.08 -3.24
-0.59 0.91 4.28
-0.23 0.54 -0.33
0.24 -0.53 -0.28
0.02 0.26 -0.16
-0.02 -0.03 0.00
-0.11 0.01 0.06
0.05 0.90 0.53
0.10 -0.03 0.13
-0.34 -0.79 -1.05
0.14 -0.29 -0.13
0.02 0.18 0.00
-0.02 -0.02 -0.01
-0.08 -0.01 0.03
-0.07 -0.07 -0.05

Its LUMO energy (alpha / beta) is 0.55 / 0.55 eV. The HOMO energy (alpha / beta) comes out at -10.46 / -10.46 eV. Its HOMO-LUMO gap (alpha / beta) is 11.017 / 11.016 eV. The relative energy (zero: lowest compared OMol25 entry of this formula, charge and spin) is 538.5 kJ/mol. As for the SMILES: [H]/N=[N+](\[O-])OC.CC.

***

# 7
Formula: C3H10N2O2Si
Source: the Open Molecules 2025 dataset
Level of theory: ωB97M-V/def2-TZVPD

Each line ends with the Mulliken charge.
Atoms and positions in Å:
C -2.421 -0.169 -0.120  0.779
C 1.214 -0.800 -0.641  -0.898
C 0.511 0.353 0.117  -0.286
N 0.207 -1.883 -0.520  -0.570
N 0.485 -0.151 1.519  -0.079
O -2.299 -0.150 1.024  -0.491
O -2.531 -0.174 -1.254  -0.367
Si 0.336 2.137 -0.315  0.262
H 1.336 -0.567 -1.651  0.408
H 1.998 -1.177 -0.098  0.367
H -0.647 -1.754 -1.166  0.203
H 0.560 -2.846 -0.757  0.195
H -0.383 0.185 1.961  0.342
H 0.506 -1.127 1.303  0.413
H 1.228 0.136 2.108  0.260
H 1.151 3.139 -1.018  -0.198
H -0.861 2.093 -1.327  -0.184
H -0.387 2.754 0.836  -0.153

Force components x, y, z for each atom (eV/Å):
0.82 0.36 0.62
-4.64 1.38 0.58
1.73 0.73 -1.22
-1.57 -2.34 -1.41
-1.21 2.18 -0.29
-0.47 -0.11 1.48
-0.55 -0.23 -1.95
-2.58 -1.43 -0.71
1.07 0.53 -1.45
2.82 -0.72 0.71
1.99 0.10 1.37
-0.18 1.32 0.24
0.20 -0.82 -0.13
-0.76 -1.52 0.60
1.27 0.14 0.73
0.80 0.06 0.27
0.85 0.27 0.35
0.41 0.11 0.21

Its LUMO energy is 0.55 eV. The HOMO energy comes out at -6.54 eV. Its HOMO-LUMO gap is 7.092 eV. The relative energy (zero: lowest compared OMol25 entry of this formula, charge and spin) is 387.8 kJ/mol.

***

# 8
Formula: C3H10N2O3
Source: the Open Molecules 2025 dataset
Level of theory: ωB97M-V/def2-TZVPD

Each line ends with the Mulliken charge.
Atoms and positions in Å:
N 0.671 3.010 0.135  -0.469
C -0.194 1.998 0.364  -0.038
C 0.501 0.668 0.454  -0.883
N -0.450 -0.466 0.296  -0.211
C -0.239 -1.754 0.657  0.545
O -1.176 -2.531 0.627  -0.629
O 1.057 -2.076 0.786  -0.504
H 0.485 3.982 0.218  0.179
H 1.453 2.853 -0.554  0.163
H -0.847 2.327 1.477  0.197
H -0.978 2.023 -0.491  0.161
H 1.219 0.643 1.269  0.458
H 1.056 0.529 -0.399  0.352
H -1.452 -0.260 0.156  0.328
H 1.383 -3.036 0.914  0.368
O -0.260 0.544 -2.552  -0.592
H -0.255 -0.043 -3.293  0.294
H -0.975 0.208 -2.045  0.278

Force components x, y, z for each atom (eV/Å):
5.25 1.73 -1.39
-5.25 0.17 1.93
-1.45 -0.69 0.44
-0.21 1.31 1.34
-1.29 -1.24 -1.48
0.58 -0.45 0.63
1.88 -0.97 0.60
-0.69 0.22 0.18
-1.52 0.09 1.08
1.72 -1.40 -3.21
0.47 -0.84 1.42
-0.51 -0.40 0.57
1.85 0.43 -2.16
1.05 -0.15 0.51
-1.96 2.19 -0.27
0.77 0.82 -0.28
0.25 -0.45 -0.89
-0.94 -0.38 0.97

Its LUMO energy is 0.59 eV. The HOMO energy comes out at -8.74 eV. Its HOMO-LUMO gap is 9.328 eV. The relative energy (zero: lowest compared OMol25 entry of this formula, charge and spin) is 184.2 kJ/mol. As for the SMILES: NCCNC(=O)O.O.

***

# 9
Formula: C3H10N2OP
Source: the Open Molecules 2025 dataset
Level of theory: ωB97M-V/def2-TZVPD

Each line ends with the Mulliken charge.
Atoms and positions in Å:
C -0.314 1.879 -1.923  -1.021
C -0.268 1.822 -0.352  -0.360
O 0.783 0.961 -0.015  -0.322
C 0.458 0.142 1.127  -0.562
N -0.664 -0.738 0.944  -0.624
P -0.164 -2.299 0.544  0.354
N 1.111 -2.894 1.321  -0.746
H -1.239 2.357 -2.283  0.335
H -0.205 0.837 -2.277  0.263
H 0.604 2.398 -2.260  0.235
H -0.115 2.872 -0.016  0.267
H -1.256 1.497 0.012  0.392
H 1.404 -0.377 1.399  0.372
H 0.217 0.782 2.013  0.243
H -1.289 -3.139 0.788  0.005
H 0.115 -2.386 -0.870  0.017
H 0.824 -3.713 1.850  0.153

Force components x, y, z for each atom (eV/Å):
0.63 -0.41 0.98
-0.50 0.56 -1.80
-0.25 0.39 0.40
-0.24 -0.77 1.26
0.90 -2.08 -0.85
0.37 2.08 1.44
-0.43 -0.23 -0.53
0.43 -0.12 -0.04
-0.43 0.48 0.05
-0.60 0.01 -0.07
0.18 -0.44 0.27
0.50 -0.25 0.07
-0.39 0.26 -0.36
0.16 0.17 -0.65
-0.04 0.33 -0.55
-0.43 -0.10 0.27
0.12 0.11 0.09

Its LUMO energy is 4.04 eV. The HOMO energy comes out at -3.39 eV. Its HOMO-LUMO gap is 7.433 eV. As for the net charge: -1. As for the SMILES: CCOCN=[PH2][NH-].

***

# 10
Formula: C3H10N2OS
Source: the Open Molecules 2025 dataset
Level of theory: ωB97M-V/def2-TZVPD

Each line ends with the Mulliken charge.
Atoms and positions in Å:
C -4.196 1.032 -0.722  -0.325
N -3.393 0.369 -0.042  0.167
O -2.338 0.754 0.509  -0.562
H -5.168 0.627 -1.047  0.196
H -4.204 2.072 -1.014  0.288
H -3.736 -0.600 -0.037  0.256
C 1.813 0.433 -0.630  -0.971
N 1.965 -0.290 0.635  -0.234
C 3.247 -0.958 0.693  -0.900
S 0.612 -1.458 0.851  -0.239
H 1.164 1.227 -0.576  0.376
H 2.643 0.975 -0.953  0.405
H 1.428 -0.274 -1.352  0.336
H 3.355 -1.880 0.003  0.265
H 3.920 -0.120 0.800  0.417
H 3.321 -1.378 1.678  0.348
H -0.433 -0.529 1.204  0.176

Force components x, y, z for each atom (eV/Å):
-4.12 2.46 -2.66
0.65 -1.04 0.59
0.61 -0.41 0.32
0.88 -0.73 0.29
1.18 0.20 0.62
0.87 -0.49 0.87
-0.57 -2.09 0.31
-1.31 0.00 -0.12
-0.96 -1.36 0.72
-0.30 1.90 0.33
-2.37 1.50 0.67
2.24 0.03 -0.41
0.20 0.05 -0.83
0.47 1.89 0.32
1.02 -0.25 -1.18
-0.07 -0.55 0.68
1.58 -1.11 -0.53

Its LUMO energy is 0.63 eV. The HOMO energy comes out at -8.08 eV. Its HOMO-LUMO gap is 8.709 eV. The relative energy (zero: lowest compared OMol25 entry of this formula, charge and spin) is 544.3 kJ/mol. As for the SMILES: C=[NH+][O-].CN(C)S.

***

# 11
Formula: C3H10N2P
Source: the Open Molecules 2025 dataset
Level of theory: ωB97M-V/def2-TZVPD

Each line ends with the Mulliken charge.
Atoms and positions in Å:
C -0.327 -0.013 1.086  0.712
C 0.467 -0.830 1.993  -1.163
C -1.908 0.139 -2.141  -0.566
N -1.516 0.438 1.728  -0.402
N 0.134 0.027 -0.123  -0.340
P -0.372 0.271 -1.598  0.330
H 1.512 -0.834 1.735  0.333
H 0.206 -1.888 1.679  0.298
H 0.414 -0.833 3.054  0.423
H -2.688 -0.063 -1.351  0.246
H -2.113 0.259 -3.094  0.348
H 2.498 -0.540 -1.978  0.060
H -1.535 0.286 2.751  0.273
H -2.006 1.303 1.340  0.289
H 2.128 -1.147 -1.536  -0.027
H 0.637 0.818 -2.446  0.186

Force components x, y, z for each atom (eV/Å):
-2.18 0.34 2.79
1.02 -3.04 -0.77
0.98 -0.45 5.82
1.60 1.27 -2.45
-0.68 0.85 -0.49
-0.54 0.74 -0.24
0.44 0.45 -0.24
0.06 0.83 0.41
-0.70 0.68 0.83
0.84 0.00 -1.26
-1.17 0.48 -4.53
-1.04 -1.98 1.35
0.00 0.39 -1.17
0.74 -1.86 0.84
1.26 1.86 -1.40
-0.64 -0.55 0.50

Its LUMO energy is -4.89 eV. The HOMO energy comes out at -14.08 eV. Its HOMO-LUMO gap is 9.194 eV. As for the net charge: +1. The relative energy (zero: lowest compared OMol25 entry of this formula, charge and spin) is 308.9 kJ/mol.

***

# 12
Formula: C3H10N2S
Source: the Open Molecules 2025 dataset
Level of theory: ωB97M-V/def2-TZVPD

Each line ends with the Mulliken charge.
Atoms and positions in Å:
N -1.357 -2.545 -0.289  -0.521
C -1.159 -1.135 -0.358  -0.397
N 0.057 -0.644 0.334  -0.493
C 0.387 0.645 -0.240  -0.678
C 1.411 1.437 0.586  -0.529
S 1.306 3.200 0.143  -0.263
H -1.551 -3.128 -1.071  0.192
H -1.915 -2.933 0.447  0.193
H -1.179 -0.892 -1.431  0.346
H -2.044 -0.644 0.075  0.309
H 0.688 -1.363 -0.033  0.268
H 0.758 0.641 -1.279  0.295
H -0.516 1.251 -0.323  0.448
H 1.208 1.289 1.647  0.383
H 2.427 1.076 0.412  0.322
H 1.480 3.745 1.380  0.125

Force components x, y, z for each atom (eV/Å):
0.54 -1.14 1.05
-1.68 0.23 -0.24
-0.37 -1.33 -1.39
0.52 1.09 -0.19
-0.09 -0.40 0.27
0.13 0.35 0.48
0.23 0.45 -1.05
0.01 0.47 0.61
0.32 0.27 0.09
0.32 0.30 0.01
0.59 0.41 0.63
-0.05 -0.49 0.04
-0.21 -0.05 0.36
-0.14 0.17 -0.06
-0.09 0.02 -0.07
-0.05 -0.37 -0.54

Its LUMO energy is 1.04 eV. The HOMO energy comes out at -8.95 eV. Its HOMO-LUMO gap is 9.987 eV. The relative energy (zero: lowest compared OMol25 entry of this formula, charge and spin) is 72.6 kJ/mol. As for the SMILES: NCNCCS.

***

Which E_tot belongs to each record? In order, -10347.5064; -10348.6828; -10348.7632; -10348.6723; -10343.1294; -10343.9067; -18223.0183; -12394.8261; -17588.9317; -19131.3872; -15532.3875; -17087.8514 eV.